ORCA calculation (ωB97M-V/def2-TZVPD) on 5 unconnected molecules or ions with the total composition C37H84N4O4 in a non-equilibrium geometry.

For the LUMO energy, the calculation gives 0.48 eV. The calculation puts the frontier orbital gap at 8.39 eV. The total energy is -53877.13455 eV. The strongest force on any atom comes out at 5.7 eV/Å.

Cartesian coordinates (Å):
C (-0.07068, 2.38607, -5.12475)
C (-0.02637, 3.02886, -3.62364)
C (-1.45794, 3.76699, -3.43496)
C (0.25060, 1.87181, -2.54441)
C (1.58190, 0.99920, -2.84348)
C (0.23353, 2.38465, -1.01164)
O (-0.58830, 1.44993, -0.25967)
C (0.11230, 0.85167, 0.85087)
C (1.52110, 0.12064, 0.63049)
C (1.36448, -1.19525, 1.59123)
O (2.26557, -2.03860, 1.84427)
O (-0.00459, -1.25716, 2.06361)
C (-0.75910, -0.50948, 1.07372)
C (-2.34776, -0.36608, 1.20917)
C (-3.02019, -0.62132, -0.25109)
C (-4.58028, -0.14851, -0.19439)
O (-2.89840, -2.03482, -0.61066)
H (0.99160, 2.44778, -5.54112)
H (-0.83437, 2.94932, -5.76539)
H (-0.36686, 1.26978, -5.09281)
H (0.84578, 3.76630, -3.59465)
H (-1.53294, 4.53633, -4.29189)
H (-2.34868, 3.05848, -3.52419)
H (-1.49809, 4.38731, -2.46321)
H (-0.63402, 1.12760, -2.63960)
H (1.31861, -0.10824, -2.63567)
H (2.01109, 1.14339, -3.89009)
H (2.36531, 1.27674, -2.04738)
H (1.26752, 2.58330, -0.57083)
H (-0.32517, 3.39974, -0.98206)
H (0.04446, 1.37870, 1.87983)
H (2.29571, 0.83555, 1.08900)
H (1.79820, -0.29258, -0.39430)
H (-0.54687, -1.04359, 0.06462)
H (-2.81427, -1.08402, 1.96256)
H (-2.55104, 0.74779, 1.45409)
H (-2.53221, 0.00049, -1.07661)
H (-4.69939, 0.98403, -0.26499)
H (-5.10883, -0.62073, -1.10788)
H (-5.00250, -0.53368, 0.79552)
H (-2.48300, -2.01985, -1.49981)
C (1.78121, -0.80360, 4.81122)
C (3.27406, -0.97493, 5.06009)
N (3.94105, 0.25428, 5.47727)
C (5.39879, 0.16934, 5.42076)
C (6.08692, -0.82609, 6.35291)
C (3.39852, 0.91446, 6.65990)
C (3.32904, 0.10696, 7.95519)
H (1.58891, 0.00606, 4.10149)
H (1.36767, -1.72308, 4.38875)
H (1.23413, -0.59505, 5.73498)
H (3.71595, -1.31307, 4.11705)
H (3.42426, -1.78694, 5.78292)
H (5.82585, 1.16408, 5.59144)
H (5.68189, -0.08206, 4.39146)
H (6.08584, -0.47804, 7.38631)
H (7.13427, -0.94108, 6.05747)
H (5.62951, -1.81739, 6.31465)
H (2.38650, 1.25904, 6.42139)
H (3.95700, 1.83762, 6.85001)
H (2.92124, -0.89544, 7.80375)
H (2.67357, 0.61679, 8.66884)
H (4.30603, 0.01738, 8.43114)
C (4.83134, 2.22482, -6.64159)
C (4.61723, 3.70997, -6.37391)
N (4.01561, 3.98751, -5.07419)
C (3.53375, 5.36102, -4.94086)
C (4.56921, 6.48281, -4.98974)
C (4.71679, 3.45504, -3.91025)
C (6.17324, 3.86922, -3.70670)
H (3.90289, 1.66189, -6.51180)
H (5.16975, 2.07828, -7.67110)
H (5.59321, 1.79714, -5.98490)
H (3.94829, 4.08078, -7.15772)
H (5.57080, 4.23701, -6.50374)
H (2.95825, 5.45382, -4.01271)
H (2.80411, 5.54107, -5.73978)
H (5.15298, 6.53315, -4.07020)
H (4.06118, 7.44597, -5.09667)
H (5.25286, 6.38222, -5.83584)
H (4.68006, 2.36156, -3.96398)
H (4.15255, 3.69669, -3.00262)
H (6.76168, 3.80031, -4.62472)
H (6.64247, 3.20584, -2.97296)
H (6.25638, 4.88336, -3.31489)
C (-6.16627, -3.74605, -6.63027)
C (-6.17940, -2.26125, -6.28619)
N (-6.07022, -1.99281, -4.85651)
C (-6.38561, -0.61079, -4.50120)
C (-5.46837, 0.48601, -5.03930)
C (-4.91135, -2.56307, -4.17839)
C (-3.52651, -2.18764, -4.70309)
H (-6.93316, -4.28813, -6.07063)
H (-6.37146, -3.88188, -7.69585)
H (-5.19542, -4.20430, -6.42509)
H (-7.13195, -1.85985, -6.64782)
H (-5.39128, -1.75544, -6.85842)
H (-6.43857, -0.52106, -3.41028)
H (-7.40419, -0.39802, -4.84751)
H (-4.51178, 0.50482, -4.51563)
H (-5.93520, 1.46335, -4.88340)
H (-5.28130, 0.38434, -6.11084)
H (-5.00160, -3.65395, -4.21170)
H (-4.95949, -2.32406, -3.11021)
H (-3.45696, -2.25435, -5.79138)
H (-2.78064, -2.87520, -4.29006)
H (-3.23496, -1.18213, -4.39601)
C (0.38922, -3.85289, 7.44730)
C (-0.94120, -4.56002, 7.21525)
N (-2.09795, -3.67874, 7.33074)
C (-3.36759, -4.39760, 7.41218)
C (-3.79319, -5.22314, 6.19940)
C (-2.10032, -2.50055, 6.47034)
C (-1.98812, -2.72152, 4.96290)
H (0.39402, -3.32402, 8.40433)
H (1.20075, -4.58585, 7.46641)
H (0.61576, -3.13755, 6.65220)
H (-1.02013, -5.34560, 7.97425)
H (-0.91009, -5.06845, 6.24331)
H (-4.16858, -3.69027, 7.65478)
H (-3.31903, -5.07018, 8.27719)
H (-4.13381, -4.58977, 5.37981)
H (-4.63342, -5.86892, 6.47227)
H (-2.99275, -5.87094, 5.83460)
H (-1.27248, -1.85335, 6.77988)
H (-2.99609, -1.90325, 6.67296)
H (-1.20557, -3.43717, 4.69996)
H (-1.73624, -1.77512, 4.47304)
H (-2.93027, -3.06093, 4.53070)

Löwdin population analysis, charges in e, atoms 1 to 6:
1. C -0.09
2. C -0.35
3. C -0.10
4. C -0.28
5. C -0.07
6. C -0.15